Below is a 2-piece molecular cluster, C4H10NS overall in a non-equilibrium geometry, with properties calculated with ωB97M-V with the def2-TZVPD basis set.

Computed properties:
Total charge: +1
Energy above the lowest of the compared OMol25 structures with the same formula, charge and spin, eV: 7.424
LUMO level (spin up / spin down), eV: -5.79 / -3.73

Each atom is followed by the atoms it is bonded to, with distances in Å.
Geometry (Å):
1 C -2.796 1.246 -0.499  C3 1.275, H7 1.045
2 C -0.126 -0.677 0.556  N5 1.493, H8 1.132, H11 1.108
3 C -3.999 0.866 -0.313  C1 1.275, H9 1.132, H10 1.121
4 C 2.203 0.175 -0.102  N5 1.477, S6 1.873, H12 1.149, H13 1.139
5 N 1.251 -0.945 0.044  C2 1.493, C4 1.477, H14 1.078, H15 1.040
6 S 3.860 -0.466 -0.693  C4 1.873, H16 1.365
7 H -1.814 1.323 -0.846  C1 1.045
8 H -0.799 -1.585 0.513  C2 1.132
9 H -4.821 1.399 0.255  C3 1.132
10 H -4.598 -0.078 -0.389  C3 1.121
11 H 0.087 -0.050 1.445  C2 1.108
12 H 1.987 0.954 -0.918  C4 1.149
13 H 2.309 0.721 0.891  C4 1.139
14 H 1.776 -1.682 0.631  N5 1.078
15 H 0.951 -1.551 -0.746  N5 1.040
16 H 4.530 0.350 0.171  S6 1.365